Record 1
DFT (ωB97M-V/def2-TZVPD) results for a molecular structure, C6H14O7S2Sr.

Values from the calculation:
HOMO level ... -15.5 eV
Charge ... +2
Frontier orbital gap ... 6.6 eV

Cartesian coordinates (Å):
C: -1.40592 2.95041 1.34659
C: -1.67289 2.09348 0.11167
C: -0.52317 2.22753 -0.86997
O: 0.41344 1.33193 -0.25475
O: 1.71111 1.54013 -0.85935
S: 2.36010 -0.02990 -0.96064
O: 3.74575 0.24404 -1.12381
O: 1.87221 -0.63601 -2.37984
C: 0.66392 -1.42980 -2.29394
C: 0.56619 -2.43173 -1.11873
C: -0.43683 -1.97390 -0.03636
S: 0.09207 -2.07367 1.67952
O: -0.02049 -0.77841 2.36924
O: -0.74043 -3.02754 2.33083
O: 1.57075 -2.58690 1.67954
H: -1.98031 3.86682 1.34361
H: -0.33234 3.15942 1.45555
H: -1.72386 2.34898 2.22064
H: -2.61735 2.28321 -0.37835
H: -1.65858 1.05508 0.42502
H: -0.82829 1.94561 -1.87084
H: -0.04108 3.19793 -0.86696
H: -0.22919 -0.81451 -2.34825
H: 0.65636 -2.01190 -3.20379
H: 0.13826 -3.33010 -1.54309
H: 1.52922 -2.71122 -0.71900
H: -0.73780 -0.95083 -0.18439
H: -1.33563 -2.57100 -0.09955
H: 1.91332 -2.41458 2.57884
Sr: -0.94851 1.52739 3.57057

Results of the Löwdin charge analysis, in e, for atoms 1 through 2:
1. C -0.1410
2. C -0.1700

=====

Record 2
DFT (ωB97M-V/def2-TZVPD) results for 2 unconnected molecules or ions with the total composition C6H14OSi.

Values from the calculation:
HOMO level ... -7.7 eV
Frontier orbital gap ... 8.3 eV
SMILES ... C/C=[SiH]/OC.C=CC

Cartesian coordinates (Å):
C: 1.17096 2.46194 0.06953
C: 1.31251 1.05817 -0.42640
Si: 2.16660 -0.19311 0.49620
O: 2.29513 -1.76698 0.23110
C: 1.37409 -2.57133 -0.51213
H: 0.13670 2.78227 0.08107
H: 1.65651 3.29227 -0.47507
H: 1.39772 2.66281 1.02710
H: 0.56663 0.82903 -1.11801
H: 3.21981 -0.30144 1.44604
H: 1.82627 -2.55970 -1.43281
H: 0.43129 -2.06249 -0.45284
H: 1.39032 -3.43052 -0.01561
C: -2.32934 -0.02992 -1.25460
C: -1.91479 0.37218 -0.08093
C: -2.07524 -0.24510 1.27758
H: -3.05466 -0.75376 -1.26884
H: -2.06324 0.44114 -2.24580
H: -1.25076 1.15901 0.01463
H: -2.50509 -1.15294 1.08168
H: -2.64389 0.44114 1.87312
H: -1.10752 -0.43267 1.68501

Results of the Löwdin charge analysis, in e, for atoms 1 through 2:
1. C -0.2358
2. C -0.3166

=====

Record 3
DFT (ωB97M-V/def2-TZVPD) results for 2 unconnected molecules or ions with the total composition C6H14P.

Values from the calculation:
HOMO level ... -13.6 eV
Charge ... +1
Frontier orbital gap ... 9.1 eV

Cartesian coordinates (Å):
C: 2.04185 0.29971 0.25534
C: 1.59234 -0.65875 -0.51704
C: 3.54532 0.60291 0.22648
C: -1.23712 1.15513 1.05358
C: -1.91553 0.07668 -1.66910
C: -1.75401 -1.71913 0.59840
P: -0.96371 -0.33980 -0.16189
H: 1.38831 0.91663 0.87337
H: 1.58740 -1.49232 -1.11519
H: 3.90772 1.59433 -0.08403
H: 4.08220 -0.06421 -0.38027
H: 3.67955 0.51717 1.32873
H: -1.60492 0.70164 2.00948
H: -1.98492 1.75529 0.63987
H: -0.38048 1.81772 1.20284
H: -2.91566 0.70634 -1.59912
H: -2.09653 -0.85003 -2.34687
H: -1.33211 0.73932 -2.39192
H: -2.04230 -2.40562 -0.23704
H: -2.60110 -1.24389 1.06033
H: -0.99631 -2.10913 1.25408

Results of the Löwdin charge analysis, in e, for atoms 1 through 2:
1. C -0.2171
2. C 0.1414

=====

Record 4
DFT (ωB97M-V/def2-TZVPD) results for a molecular structure, C6H15AlO4P.

Values from the calculation:
HOMO level ... -21.8 eV
Charge ... +3
Frontier orbital gap ... 2.6 eV

Cartesian coordinates (Å):
Al: 0.41157 -1.10453 -4.15352
C: 0.10869 -3.56685 0.97075
C: -0.29399 -2.80694 -0.23759
O: 0.59818 -1.67850 -0.16551
P: 0.32584 -0.37877 -1.10948
O: 0.25173 -0.70989 -2.59542
O: 1.39552 0.69600 -0.68919
C: 1.21550 2.07482 -1.01763
C: 1.97360 2.92329 -0.03862
O: -1.03476 0.27079 -0.46155
C: -0.95631 0.62993 0.89037
C: -2.31599 1.23117 1.27893
H: 1.19268 -3.68103 0.96476
H: -0.20195 -3.13687 1.92297
H: -0.16713 -4.61493 0.85437
H: -0.15563 -3.25179 -1.22301
H: -1.34184 -2.53067 -0.12027
H: 1.41073 2.27826 -2.07053
H: 0.21760 2.51303 -1.03387
H: 1.85114 4.00210 -0.13487
H: 1.57054 2.68580 0.94588
H: 3.04349 2.75896 0.08957
H: -0.83982 -0.18327 1.60678
H: -0.16946 1.33632 1.15481
H: -2.59707 2.14723 0.75942
H: -3.11013 0.48537 1.31399
H: -2.38275 1.61094 2.29845

Results of the Löwdin charge analysis, in e, for atoms 1 through 2:
1. Al 1.4738
2. C -0.0089

=====

Record 5
DFT (ωB97M-V/def2-TZVPD) results for a molecular structure, C6H15Ba3F3O5.

Values from the calculation:
HOMO level (alpha / beta) ... -15.4 / -15.4 eV
<S²> ... 0.7507
Charge ... +3
Spin multiplicity ... 2
Frontier orbital gap (alpha / beta) ... 4.9 / 4.3 eV

Cartesian coordinates (Å):
Ba: -16.36546 -23.92017 3.72898
Ba: -17.48261 -27.32765 5.10729
Ba: -13.41540 -25.96408 5.65711
O: -15.26741 -26.39477 4.01826
H: -14.71817 -26.88793 3.37821
C: -18.08998 -29.72272 2.60546
O: -17.02612 -29.46911 3.46064
O: -19.11186 -28.80599 2.94168
C: -17.64510 -29.88594 1.09258
F: -16.41810 -29.68899 0.86127
F: -17.86561 -31.11839 0.58145
F: -18.25880 -29.11123 0.20424
C: -16.15802 -30.60487 3.70775
C: -15.07918 -30.23976 4.77295
H: -15.49151 -29.83653 5.69788
H: -14.40896 -31.07281 4.98491
H: -14.30799 -29.58271 4.37089
H: -15.76666 -31.06375 2.79980
H: -16.76580 -31.36253 4.20238
H: -18.55479 -30.67862 2.84690
C: -12.67368 -27.59229 2.45789
O: -12.45096 -27.81573 3.83248
H: -11.70020 -27.48400 1.97965
H: -13.08543 -28.46300 1.94758
H: -13.23595 -26.67914 2.26268
H: -11.70853 -28.41628 3.93120
C: -15.68994 -25.62001 0.58769
O: -15.46128 -24.31503 1.13640
H: -16.51104 -25.62445 -0.12916
H: -14.73636 -25.86404 0.11946
H: -15.87221 -26.43251 1.29106
H: -15.47018 -23.75299 0.35817

Results of the Löwdin charge analysis, in e, for atoms 1 through 2:
1. Ba 1.6320
2. Ba 1.7126

=====

Record 6
DFT (ωB97M-V/def2-TZVPD) results for a molecular structure, C6H15ClF5O8PTeV.

Values from the calculation:
HOMO level (alpha / beta) ... -14.5 / -14.5 eV
Charge ... +1
Frontier orbital gap (alpha / beta) ... 8.4 / 8.4 eV

Cartesian coordinates (Å):
V: 0.21237 1.60542 -1.54345
O: -3.32148 -0.32326 -2.53866
Cl: -2.88563 0.85370 -1.91363
O: -3.29606 2.04508 -2.51493
O: -2.98258 0.83335 -0.50668
O: -1.27308 0.81083 -2.20207
F: -1.17823 5.33688 0.00790
Te: 0.14332 4.64645 -1.13333
F: 1.43538 2.00203 -0.29486
F: 0.99833 3.42634 -2.53380
F: -0.77128 5.35852 -2.55727
F: 1.26669 0.91227 -2.67931
O: -0.76281 2.98385 -0.99059
C: 0.60150 -3.00208 -1.58090
C: -0.72284 -2.29083 -1.50450
O: -0.80415 -1.36385 -0.35411
P: 0.08938 -0.17600 0.05558
O: 1.51349 -0.72182 0.29649
C: 2.58546 -0.18215 1.15408
C: 3.25198 -1.34578 1.83548
O: -0.51524 0.48411 1.30594
C: -1.59816 -0.01851 2.18345
C: -1.00002 -0.81933 3.30712
H: 0.54630 -3.73457 -2.38649
H: 0.82115 -3.53135 -0.65471
H: 1.41771 -2.31693 -1.80747
H: -1.54944 -2.96955 -1.31766
H: -0.93696 -1.70091 -2.39233
H: 2.13472 0.51477 1.85786
H: 3.25624 0.35686 0.49130
H: 2.55581 -1.87205 2.48757
H: 4.07570 -0.97222 2.44421
H: 3.65799 -2.04515 1.10639
H: -2.27491 -0.59744 1.56029
H: -2.09493 0.88642 2.51883
H: -0.50209 -1.71546 2.93491
H: -1.79991 -1.13580 3.97744
H: -0.29372 -0.22184 3.88192

Results of the Löwdin charge analysis, in e, for atoms 1 through 2:
1. V 1.0206
2. O -0.2033

=====

Record 7
DFT (ωB97M-V/def2-TZVPD) results for a molecular structure, C6H15ClFHfO5P2SSi2.

Values from the calculation:
HOMO level ... -18.7 eV
Charge ... +3
Frontier orbital gap ... 3.5 eV

Cartesian coordinates (Å):
C: 1.18318 1.04146 3.70404
C: 2.40552 0.80772 2.66134
C: 2.13245 1.44258 1.19047
Cl: 3.74062 1.52260 0.26829
Si: 0.80773 0.42747 0.19325
O: 1.30902 0.42774 -1.46017
Si: 0.01473 0.78053 -2.53961
F: 0.69421 1.02492 -4.12568
P: -1.46353 -0.85098 -2.76040
C: -3.03307 -0.32799 -1.82573
C: -2.01094 -1.08211 -4.57100
C: -0.87774 1.26674 0.54060
O: -1.80566 0.52713 1.14515
O: -1.20284 2.57062 0.25990
P: 0.87349 -1.68557 0.88157
O: 0.36779 -1.84038 2.55215
O: 2.49933 -2.22285 0.73901
S: -0.27331 -2.86914 -0.18549
H: 1.05876 0.03765 4.27991
H: 1.51950 1.80696 4.49758
H: 0.20871 1.40624 3.21724
H: 3.31159 1.38731 3.10074
H: 2.75665 -0.29308 2.59579
H: 1.66166 2.49000 1.35015
H: -0.66413 2.02318 -2.17708
H: -4.00457 -0.77123 -2.28585
H: -3.13951 0.82085 -1.88072
H: -2.95324 -0.74017 -0.75825
H: -2.95059 -0.45330 -4.83619
H: -1.15430 -0.81257 -5.29678
H: -2.33627 -2.19163 -4.72218
H: 0.08316 -2.79631 2.66301
H: 2.99216 -1.42774 0.39218
Hf: -1.75055 -1.44667 3.19275

Results of the Löwdin charge analysis, in e, for atoms 1 through 2:
1. C -0.1134
2. C -0.2944

=====

Record 8
DFT (ωB97M-V/def2-TZVPD) results for a molecular structure, C6H15ClFO3PPdSi.

Values from the calculation:
HOMO level ... -16.7 eV
Charge ... +2
Frontier orbital gap ... 3.0 eV

Cartesian coordinates (Å):
C: -2.91999 0.61113 -2.03017
C: -2.47717 -0.37516 -0.89091
C: -1.42493 0.39238 -0.00829
F: -1.54288 0.11074 1.35834
Si: 0.32837 0.18942 -0.69904
C: 1.30973 -1.31012 0.01935
C: 0.62746 -2.02773 1.25690
C: 0.95429 -1.17816 2.58254
Cl: 1.56297 -3.64029 1.49347
P: 1.37930 2.13836 -0.52322
O: 0.41545 3.13986 -1.14428
O: 1.68297 2.60094 1.02873
O: 2.74051 2.08103 -1.45369
H: -2.11720 0.68859 -2.78725
H: -3.86249 0.28585 -2.49645
H: -3.08649 1.63482 -1.65576
H: -2.04195 -1.26017 -1.38392
H: -3.35841 -0.61226 -0.27411
H: -1.68756 1.46317 -0.12954
H: 0.18898 -0.04999 -2.15010
H: 1.54668 -2.05421 -0.76776
H: 2.32655 -0.89683 0.36229
H: -0.44640 -2.22969 1.14462
H: 0.64222 -0.12530 2.48134
H: 0.44909 -1.71093 3.40309
H: 2.10152 -1.14303 2.75919
H: 0.97598 3.22829 1.24189
H: 2.46863 2.09652 -2.38018
Pd: 3.26479 -2.04725 1.64292

Results of the Löwdin charge analysis, in e, for atoms 1 through 2:
1. C -0.0859
2. C -0.2145

=====

Record 9
DFT (ωB97M-V/def2-TZVPD) results for C6H15ClSi2 in the gas phase.

Values from the calculation:
HOMO level (alpha / beta) ... -4.6 / -10.3 eV
<S²> ... 2.0058
Spin multiplicity ... 3
Frontier orbital gap (alpha / beta) ... 5.3 / 9.1 eV

Cartesian coordinates (Å):
C: -0.75655 0.07734 -1.01928
C: 0.13848 1.11930 -0.39129
C: 2.81185 2.50510 0.24948
C: 2.93737 -0.59910 -0.55186
C: -3.49792 -1.36196 -0.78082
C: -1.96329 -0.72216 1.82909
Si: 1.85525 0.94426 -0.17545
Si: -2.39804 -0.02072 -0.01488
Cl: -3.41903 1.62562 -0.14663
H: -0.96038 0.07674 -2.03916
H: -0.10464 -0.77614 -0.95117
H: -0.30729 1.94747 -0.02412
H: 2.23334 3.35736 0.04884
H: 3.20193 2.61798 1.28200
H: 3.77046 2.59657 -0.24657
H: 2.30916 -1.52724 -0.14194
H: 3.05280 -0.79452 -1.56362
H: 3.91992 -0.53878 -0.26028
H: -2.97313 -2.13714 -1.36040
H: -3.98680 -2.04465 -0.06919
H: -4.21680 -1.01132 -1.37388
H: -1.28258 -0.08807 2.31720
H: -2.77344 -0.82418 2.42928
H: -1.56317 -1.67188 1.68413

Results of the Löwdin charge analysis, in e, for atoms 1 through 2:
1. C -0.3174
2. C -0.2933

=====

Record 10
DFT (ωB97M-V/def2-TZVPD) results for 2 unconnected molecules or ions with the total composition C6H15F2NP.

Values from the calculation:
HOMO level (alpha / beta) ... -13.8 / -13.9 eV
Charge ... +1
Frontier orbital gap (alpha / beta) ... 7.8 / 6.9 eV

Cartesian coordinates (Å):
C: -0.15790 2.17179 0.00701
C: 2.29522 1.54904 -0.05353
C: 0.85904 1.24695 -2.10899
C: -1.01289 -3.31649 -0.01100
C: -1.72751 -1.99183 1.83701
C: 0.90714 1.27142 -0.59498
N: -1.53954 -2.10856 0.46288
F: 0.84281 -0.40017 1.52221
F: 1.70154 -1.35190 -0.44038
P: 0.44219 -0.48083 -0.01721
H: -1.15318 1.89122 -0.33527
H: 0.02410 3.20053 -0.30303
H: -0.13968 2.14428 1.09708
H: 2.58011 2.55944 -0.35153
H: 3.03836 0.86497 -0.46074
H: 2.32623 1.51072 1.03421
H: -0.12491 0.94587 -2.46749
H: 1.06372 2.24530 -2.49585
H: 1.60976 0.57150 -2.52212
H: -0.63976 -3.19903 -1.02834
H: -0.27557 -3.78979 0.64829
H: -1.86138 -4.01549 -0.08329
H: -1.09405 -2.63018 2.46559
H: -1.68101 -0.94719 2.15096
H: -2.78119 -2.27493 2.00763

Results of the Löwdin charge analysis, in e, for atoms 1 through 2:
1. C -0.0816
2. C -0.0686

=====

no.,E_tot (eV)
1,-43266.189
2,-16370.451
3,-15727.856
4,-30504.037
5,-26908.865
6,-91214.041
7,-78381.889
8,-48472.143
9,-34739.683
10,-22671.435